DFT (wB97M-V/def2-TZVPD) results for a 2-piece molecular cluster, C9H12 overall.

XYZ file:
```
21
C9H12 wB97M-V/def2-TZVPD
C 1.8920 -1.0518 0.9291
C 0.7789 -1.6714 0.3596
C -0.4974 -1.4083 0.8585
C -0.6606 -0.5257 1.9269
C 0.4524 0.0938 2.4964
C 1.7288 -0.1692 1.9975
H 2.8963 -1.2588 0.5365
H 0.9074 -2.3659 -0.4811
H -1.3732 -1.8958 0.4104
H -1.6649 -0.3187 2.3195
H 0.3240 0.7884 3.3371
H 2.6046 0.3183 2.4456
C -1.8382 0.4257 -2.6078
C -0.5830 0.6707 -2.2222
C -0.1888 1.7122 -1.2180
H -2.0657 -0.3503 -3.3476
H -2.6772 0.9961 -2.1932
H 0.2280 0.0759 -2.6628
H -1.0808 2.2436 -0.8458
H 0.4931 2.4477 -1.6768
H 0.3242 1.2433 -0.3615
```

Values from the calculation:
* structure (SMILES): c1ccccc1.C=CC
* E_tot: -350.10489 Ha

Atom charges from the natural (NBO) analysis, given in e for atoms 1 to 5:
1 C -0.2185
2 C -0.2174
3 C -0.2148
4 C -0.2068
5 C -0.2211

***

DFT (wB97M-V/def2-TZVPD) results for one molecule with the formula C5H7NO in a non-equilibrium geometry.

XYZ file:
```
14
C5H7NO wB97M-V/def2-TZVPD
C -0.5866 -1.1228 -0.7964
C -1.0612 0.1185 -0.7971
N -0.7448 1.0645 0.1941
C 0.5765 1.7127 -0.0461
C 0.2785 0.6863 1.0955
O 0.9093 -0.5300 1.0465
C 0.3543 -1.5730 0.2842
H -0.8621 -1.8276 -1.5723
H -1.6777 0.5331 -1.5835
H 0.5578 2.7676 0.1897
H 1.0446 1.5932 -1.0854
H 0.0909 0.8938 2.1804
H 1.2411 -2.0675 -0.1039
H -0.1206 -2.2489 0.9945
```

Values from the calculation:
* structure (SMILES): C1=CN2C[C@@H]2OC1
* E_tot: -324.61380 Ha

Atom charges from the natural (NBO) analysis, given in e for atoms 1 to 5:
1 C -0.2914
2 C -0.0172
3 N -0.4409
4 C -0.2880
5 C 0.2460

***

DFT (wB97M-V/def2-TZVPD) results for a 7-piece molecular cluster, C17H23Cl4F4NO14 overall in a non-equilibrium geometry.

XYZ file:
```
63
C17H23Cl4F4NO14 wB97M-V/def2-TZVPD
C 10.0363 5.4233 -0.5447
N 11.0734 6.5370 -0.6072
O 11.3190 6.9328 -1.7351
O 11.4916 6.9582 0.4927
H 10.1461 4.9637 -1.5269
H 9.0727 5.9093 -0.3912
H 10.3509 4.7840 0.2801
C 5.0033 5.6460 0.7766
C 5.3495 7.0597 0.3928
O 4.0870 7.6434 0.3755
C 3.1234 6.7187 0.3229
O 1.9205 6.9434 0.2414
O 3.6653 5.5019 0.3521
F 5.9521 7.2334 -0.8625
H 5.1627 5.4391 1.8348
H 5.6298 4.8677 0.3409
H 5.9122 7.5715 1.1735
C 11.3601 9.0402 2.8102
C 10.4913 9.1377 4.0973
O 9.4069 8.2658 3.8078
C 9.3053 8.2493 2.4322
O 8.3041 7.8454 1.8749
O 10.3973 8.8138 1.8667
F 10.0086 10.3110 4.3189
H 12.0382 8.1965 2.9386
H 12.0359 9.8826 2.6628
H 10.9491 8.8167 5.0330
C 14.0871 7.4633 7.2861
C 14.7358 6.0833 7.2602
O 14.7794 5.8321 5.8926
C 13.7750 6.4842 5.2558
O 13.5286 6.4467 4.0739
O 13.2398 7.4077 6.1481
F 13.8425 5.3022 7.7540
H 14.7683 8.3078 7.1817
H 13.3919 7.6034 8.1139
H 15.7218 6.1958 7.7111
C 6.8651 12.3083 2.0775
C 6.5489 10.8618 2.2917
O 6.0857 10.3806 1.0335
C 6.3089 11.3163 0.1679
O 6.3305 11.1038 -1.0394
O 6.9052 12.4097 0.7111
F 5.5733 10.8480 3.1758
H 7.7359 12.6941 2.6075
H 6.0256 12.9249 2.3985
H 7.3935 10.2745 2.6519
Cl 9.9817 11.5428 -0.3526
C 11.4521 10.7173 -1.0545
C 11.1806 10.3616 -2.5563
Cl 11.4641 11.8624 -3.5120
H 11.7000 9.8163 -0.4935
H 12.3955 11.2075 -0.8139
H 10.1250 10.1019 -2.6366
H 11.7326 9.4839 -2.8928
Cl 10.5903 5.2814 6.1981
C 8.9919 5.8110 6.6172
C 8.8935 7.1235 7.4226
Cl 7.2016 7.6794 7.3824
H 8.5807 4.9969 7.2140
H 8.3798 5.9355 5.7239
H 9.4295 7.9734 7.0002
H 9.1378 6.8975 8.4605
```

Values from the calculation:
* expectation value of S²: 0.755
* spin multiplicity: 2
* charge: +1
* E_tot: -4009.44720 Ha

Atom charges from the natural (NBO) analysis, given in e for atoms 1 to 5:
1 C -0.4785
2 N 0.5379
3 O -0.3843
4 O -0.3923
5 H 0.2386

***

DFT (wB97M-V/def2-TZVPD) results for one molecule with the formula C22H33Cl2N3O4.

XYZ file:
```
64
C22H33Cl2N3O4 wB97M-V/def2-TZVPD
C -1.6064 -2.8204 1.4239
C -1.4118 -1.9909 0.1636
O -0.0461 -1.6156 -0.0150
C 0.7713 -2.5038 -0.5735
O 0.4497 -3.6086 -0.9247
C 2.1787 -1.9281 -0.7420
N 2.2478 -0.5858 -0.2302
C 2.1219 0.4935 -1.0135
O 2.0804 0.4571 -2.2275
C 2.1088 1.8125 -0.2173
C 1.2548 2.8612 -0.9324
C -0.1991 2.5027 -0.7901
C -0.8142 1.6340 -1.6787
C -2.1313 1.2524 -1.5118
C -2.8999 1.7376 -0.4483
N -4.2382 1.3845 -0.3066
C -4.9593 0.8302 -1.4194
C -4.9038 -0.6989 -1.5599
Cl -6.1534 -1.5038 -0.5653
C -4.9082 1.4343 0.9679
C -4.5845 0.2691 1.9083
Cl -2.9163 0.3534 2.5394
C -2.2754 2.6226 0.4360
C -0.9549 2.9855 0.2694
N 3.4816 2.2591 -0.0531
C 4.3025 1.6860 0.8546
C 5.7211 2.2077 0.8195
O 3.9167 0.8374 1.6369
C 3.2249 -2.8599 -0.1032
C 4.6324 -2.3756 -0.4375
C 3.0379 -2.9510 1.4105
H -2.6612 -3.0466 1.5526
H -1.2558 -2.2682 2.2922
H -1.0547 -3.7540 1.3446
H -1.9441 -1.0397 0.2310
H -1.7387 -2.5559 -0.7164
H 2.3583 -1.8657 -1.8242
H 2.3373 -0.4627 0.7682
H 1.7110 1.6225 0.7857
H 1.5362 2.8739 -1.9874
H 1.4473 3.8420 -0.4926
H -0.2505 1.2342 -2.5076
H -2.5504 0.5581 -2.2229
H -6.0088 1.1336 -1.3429
H -4.5590 1.2677 -2.3386
H -3.9419 -1.0933 -1.2366
H -5.1025 -0.9960 -2.5892
H -4.6895 2.3757 1.4779
H -5.9861 1.4017 0.7839
H -5.2472 0.2956 2.7729
H -4.6821 -0.6881 1.4002
H -2.8142 3.0428 1.2693
H -0.5071 3.6678 0.9784
H 3.8649 2.8407 -0.7814
H 5.7292 3.2935 0.8744
H 6.2006 1.8999 -0.1080
H 6.2759 1.7973 1.6581
H 3.0635 -3.8504 -0.5405
H 5.3714 -3.0621 -0.0322
H 4.8009 -1.3931 -0.0022
H 4.7745 -2.3093 -1.5135
H 3.6947 -3.7166 1.8167
H 3.2879 -2.0077 1.8914
H 2.0125 -3.2161 1.6589
```

Values from the calculation:
* structure (SMILES): CCOC(=O)[C@@H](NC(=O)[C@H](Cc1ccc(N(CCCl)CCCl)cc1)NC(C)=O)C(C)C
* E_tot: -2243.81040 Ha

Atom charges from the natural (NBO) analysis, given in e for atoms 1 to 5:
1 C -0.6359
2 C -0.0815
3 O -0.5071
4 C 0.8033
5 O -0.6089

***

DFT (wB97M-V/def2-TZVPD) results for one molecule with the formula C6H8NOPS in a non-equilibrium geometry.

XYZ file:
```
18
C6H8NOPS wB97M-V/def2-TZVPD
N -2.4440 2.2045 -0.4878
P -1.8690 0.9655 0.1857
O -2.9547 -0.1259 0.0862
S -1.8598 1.0912 2.5099
C -0.2346 0.2003 -0.1066
C 0.0681 -1.1005 0.3069
C 1.3285 -1.6302 0.1257
C 2.3593 -0.8502 -0.4204
C 2.0002 0.4294 -0.8011
C 0.7655 0.9191 -0.7033
H -1.9980 3.1385 -0.6486
H -3.8587 0.2538 -0.0395
H -3.1308 0.6203 2.2495
H -0.8122 -1.6831 0.7385
H 1.7589 -2.6359 0.3421
H 3.3428 -1.1345 -0.5397
H 2.7156 1.1701 -1.2355
H 0.7605 1.9938 -0.7475
```

Values from the calculation:
* structure (SMILES): N=[P@](O)(S)c1ccccc1
* E_tot: -1102.95820 Ha

Atom charges from the natural (NBO) analysis, given in e for atoms 1 to 5:
1 N -1.3372
2 P 1.9604
3 O -1.0068
4 S -0.4396
5 C -0.4234

***

DFT (wB97M-V/def2-TZVPD) results for C3H4FNO as an isolated structure in a non-equilibrium geometry.

XYZ file:
```
10
C3H4FNO wB97M-V/def2-TZVPD
C 0.3199 0.9636 -0.6383
C 0.4772 1.8861 0.3120
C 0.2304 0.0028 0.5029
N 0.0424 -1.2260 0.7464
O 0.4923 1.0000 1.4312
F -1.0821 -2.6151 -1.2268
H 0.0850 1.0780 -1.5946
H 0.4002 2.9794 0.5622
H -0.6559 -2.0978 -0.4164
H 0.0350 -1.4380 1.7445
```

Values from the calculation:
* E_tot: -346.49176 Ha

Atom charges from the natural (NBO) analysis, given in e for atoms 1 to 5:
1 C -0.3602
2 C 0.1945
3 C 0.6027
4 N -0.6855
5 O -0.5170